Computed, not measured: a molecular structure, C46H49BrCl4N2O7Sn, with ωB97M-V/def2-TZVPD.

Last column: Mulliken charge in e.
Geometry (Å):
Sn 0.13593 0.00544 -0.44898  1.680
C -2.11289 3.77987 6.53414  -1.732
C -3.14285 3.12746 5.60055  2.142
C -4.35857 4.05653 5.46370  -1.793
C -3.61073 1.82299 6.24397  -2.124
C -2.50709 2.89752 4.23316  -0.687
C -2.36187 1.67611 3.66900  0.269
C -1.81868 1.51505 2.34833  -1.433
N -1.70221 0.36772 1.71890  0.125
C -1.74028 -0.86080 2.24578  -0.111
C -1.46304 -1.19127 3.60444  -0.511
C -1.46760 -2.48100 4.03823  -1.056
C -1.80690 -3.48991 3.08545  0.108
C -1.99974 -3.26606 1.75234  -0.624
C -1.89202 -1.90217 1.25415  0.768
O -1.94599 -1.61710 0.03216  -0.928
C -2.28333 -4.39953 0.76788  2.788
C -2.43260 -5.75609 1.46164  -2.461
C -1.13055 -4.52372 -0.23639  -0.597
C -3.60089 -4.11161 0.02999  -1.906
C -1.03417 -2.82949 5.46517  2.504
C -1.81586 -1.97755 6.47454  -1.999
C 0.46424 -2.54062 5.62197  -1.700
C -1.27323 -4.30383 5.79719  -2.464
C -1.44938 2.70085 1.55252  1.010
O -1.05279 2.60619 0.39217  -0.442
C -1.55513 4.00704 2.23119  -0.559
C -2.05634 4.04826 3.48820  0.098
C -1.14422 5.25737 1.45974  2.499
C -1.29385 6.53104 2.29406  -2.245
C -2.02921 5.40286 0.21189  -1.621
C 0.32839 5.14741 1.03369  -1.706
H -2.54756 3.95193 7.52320  0.479
H -1.76985 4.73937 6.14408  0.309
H -1.24040 3.13414 6.64594  0.345
H -4.84988 4.18702 6.43211  0.468
H -5.08167 3.63574 4.76269  0.355
H -4.07187 5.04334 5.09667  0.327
H -4.07027 2.03641 7.21221  0.484
H -2.77756 1.13873 6.40934  0.300
H -4.34993 1.31328 5.62396  0.401
H -2.73448 0.79216 4.16396  1.108
H -1.13285 -0.39118 4.25629  0.940
H -1.84084 -4.50934 3.43635  0.561
H -1.50825 -6.05634 1.95865  0.402
H -2.66331 -6.51089 0.70571  0.483
H -3.24300 -5.75832 2.19520  0.386
H -0.21256 -4.82537 0.27030  -0.217
H -0.92652 -3.57875 -0.73312  -0.388
H -1.37814 -5.27610 -0.99212  0.583
H -4.44119 -4.11704 0.72973  0.377
H -3.77744 -4.87987 -0.72922  0.458
H -3.56089 -3.14012 -0.45935  0.316
H -1.55436 -0.92246 6.38322  0.303
H -1.58422 -2.29015 7.49679  0.493
H -2.89253 -2.07477 6.31580  0.364
H 0.69215 -1.50183 5.38495  0.228
H 1.05105 -3.16346 4.94434  0.293
H 0.79089 -2.73951 6.64755  0.495
H -2.31949 -4.58736 5.65563  0.435
H -1.01346 -4.48454 6.84325  0.449
H -0.65234 -4.95806 5.18308  0.438
H -2.15744 5.01255 3.96938  0.338
H -2.33260 6.71727 2.57687  0.362
H -0.95193 7.38246 1.70133  0.452
H -0.68757 6.49135 3.20173  0.384
H -3.07202 5.55873 0.49997  0.314
H -1.96434 4.51224 -0.40869  0.240
H -1.70179 6.26376 -0.37802  0.457
H 0.97401 5.06855 1.91092  0.320
H 0.61701 6.04014 0.47167  0.472
H 0.48913 4.27049 0.40886  0.313
O -2.24637 2.35897 -7.08679  -0.576
C -1.85724 1.97949 -5.83274  1.038
C -2.56919 1.05163 -5.08336  -0.639
C -2.09307 0.73917 -3.82361  -0.579
N -0.99106 1.26886 -3.30123  0.139
C -0.33667 2.13801 -4.03354  -0.156
Br 1.22057 2.89895 -3.27365  -0.136
C -0.71174 2.54539 -5.30660  -0.512
H -3.05788 1.88709 -7.30850  0.279
H -3.45912 0.57403 -5.47667  0.271
H -2.60799 0.01533 -3.20252  0.348
H -0.13179 3.26170 -5.86821  0.454
Cl 4.07536 -4.19622 3.56586  -0.249
C 3.22527 -2.80414 2.96225  0.435
C 3.32774 -1.58960 3.60950  0.256
Cl 4.29879 -1.42898 5.04353  -0.256
C 2.63956 -0.47863 3.09944  0.469
Cl 2.69373 1.05765 3.91982  -0.240
C 1.86849 -0.55532 1.94448  -0.304
O 1.21089 0.44017 1.44391  -0.617
C 1.74429 -1.82492 1.28108  -0.374
O 0.98182 -1.87437 0.23068  -0.709
C 2.43203 -2.91268 1.80594  0.139
Cl 2.27598 -4.43989 0.98789  -0.266
O 2.23852 -1.03963 -4.53752  -0.866
C 1.38549 -1.22175 -3.65680  -0.535
O 1.29711 -0.63472 -2.54617  -0.304
C 0.28035 -2.23183 -3.98236  0.324
C -0.83237 -2.39209 -3.16841  0.592
C -1.85805 -3.26101 -3.52246  -0.945
C -1.77242 -3.99456 -4.69705  -0.517
C -0.65195 -3.85628 -5.51028  -0.480
C 0.36177 -2.97844 -5.15529  -0.380
H -0.89663 -1.84331 -2.23522  0.466
H -2.71317 -3.37183 -2.86581  0.300
H -2.57006 -4.67435 -4.97530  0.387
H -0.57050 -4.43693 -6.42262  0.357
H 1.23531 -2.83721 -5.77732  0.469

* total charge: -2
* HOMO level (spin up / spin down): -2.10 / -2.09 eV
* F_max: 0.51 eV/A
* orbital gap (spin up / spin down): 5.5 / 5.5 eV
* DFT total energy: -7047.74168 Ha